{
  "formula": "C6H10N2",
  "method": "ωB97M-V/def2-TZVPD",
  "total_charge": 0,
  "relative_energy_kcal_mol": 108.4,
  "e_homo_ev": [-7.1, -7.1],
  "elements": ["N", "N", "C", "C", "C", "C", "C", "C", "H", "H", "H", "H", "H", "H", "H", "H", "H", "H"],
  "xyz": [[-1.160077, 1.131265, -1.412594], [-1.781199, 0.508977, 1.541240], [1.763865, 0.062133, -1.263727], [-0.900158, -0.183138, -1.253671], [0.436984, -0.159264, 2.135371], [-0.468162, -0.895964, -0.141231], [-0.705041, -0.060869, 1.164493], [0.720621, -0.799223, -1.304944], [-2.483748, 0.529896, 0.800620], [0.849124, -1.768027, -1.769125], [-1.268621, 1.777410, -0.637739], [1.657712, 1.071241, -0.887546], [2.704472, -0.184600, -1.735505], [-0.958818, 1.545315, -2.307734], [0.638293, -1.207735, 2.373068], [0.194948, 0.359147, 3.061152], [1.348411, 0.242163, 1.688089], [-0.588606, -1.968727, -0.050217]],
  "forces_ev_per_a": [[-0.07, -0.65, 0.98], [0.58, 0.22, -0.97], [-0.26, -0.08, -0.10], [1.04, -0.65, -3.06], [-0.02, 0.21, 0.20], [-2.11, 2.77, 1.54], [1.04, -1.85, 0.99], [0.17, 0.39, 0.34], [-0.11, -0.35, 0.02], [-0.14, 0.01, 0.09], [0.16, 0.05, 0.07], [-0.02, -0.02, 0.14], [-0.05, -0.04, -0.07], [-0.23, -0.13, 0.01], [-0.02, -0.01, -0.12], [0.07, 0.09, -0.02], [0.00, 0.01, 0.05], [-0.04, 0.05, -0.10]],
  "nbo_charge": [-0.786, -0.626, -0.488, 0.103, -0.677, -0.336, 0.315, -0.173, 0.336, 0.228, 0.365, 0.191, 0.210, 0.396, 0.222, 0.229, 0.230, 0.263]
}

{
  "formula": "C2H8N2",
  "method": "ωB97M-V/def2-TZVPD",
  "smiles": "NCCN",
  "total_charge": 0,
  "relative_energy_kcal_mol": 2.7,
  "e_homo_ev": -9.4,
  "elements": ["N", "N", "C", "C", "H", "H", "H", "H", "H", "H", "H", "H"],
  "xyz": [[-0.575802, 0.445585, -1.695674], [0.555481, -0.562485, 1.732176], [-0.240765, -0.537150, 0.505024], [0.135438, 0.570944, -0.454476], [-0.428727, -0.497794, -2.108499], [1.242014, 0.667720, -0.568175], [-0.249269, 1.530905, -0.011152], [-0.265016, 1.150887, -2.337196], [1.541320, -0.556662, 1.508201], [-0.146904, -1.511129, -0.022421], [-1.325664, -0.483957, 0.758670], [0.406450, 0.315556, 2.221765]],
  "forces_ev_per_a": [[-0.23, -1.44, -0.66], [-0.33, 0.27, 0.02], [-0.34, -0.80, -0.11], [-0.27, 1.42, 0.72], [-0.05, 1.10, 0.22], [-0.49, -0.24, 0.20], [0.69, -0.61, -0.15], [0.01, 0.07, -0.46], [0.14, -0.17, -0.13], [0.17, 0.36, 0.33], [0.77, 0.16, -0.09], [-0.07, -0.12, 0.12]],
  "nbo_charge": [-0.834, -0.819, -0.225, -0.228, 0.350, 0.154, 0.177, 0.359, 0.346, 0.174, 0.199, 0.346]
}

{
  "formula": "CH6N2OS",
  "method": "ωB97M-V/def2-TZVPD",
  "total_charge": 0,
  "relative_energy_kcal_mol": 138.2,
  "e_homo_ev": [-7.5, -8.9],
  "elements": ["S", "O", "N", "N", "C", "H", "H", "H", "H", "H", "H"],
  "xyz": [[0.817324, 0.161213, -0.661107], [-1.517202, 1.526637, 1.820770], [-0.667101, 1.621620, 0.648512], [2.053441, -0.518145, 0.058592], [-0.201451, -1.275542, -1.120655], [0.122738, -1.547309, -2.253692], [2.803528, 0.002713, 0.455104], [-1.230673, 1.810142, -0.133453], [-1.015573, 1.169143, 2.596727], [-1.136844, -0.956989, -1.107275], [-0.028186, -1.993483, -0.303523]],
  "forces_ev_per_a": [[0.77, -0.05, 0.03], [0.13, -0.50, -1.50], [1.84, 0.01, 4.26], [-1.41, -1.53, -0.36], [5.44, -1.23, -1.88], [-0.77, 0.04, 2.95], [0.20, 1.21, -0.10], [-2.07, 0.25, -0.97], [0.14, 0.60, -1.49], [-4.33, 1.38, -0.07], [0.07, -0.18, -0.86]],
  "nbo_charge": [0.786, -0.581, -0.325, -0.965, -0.757, 0.233, 0.374, 0.297, 0.480, 0.207, 0.250]
}

{
  "formula": "C36H52N4OP3SSeTi",
  "method": "ωB97M-V/def2-TZVPD",
  "total_charge": 1,
  "relative_energy_kcal_mol": 16.8,
  "e_homo_ev": [-8.5, -10.0],
  "multiplicity": 3,
  "elements": ["Se", "Ti", "S", "P", "P", "P", "O", "N", "N", "N", "N", "C", "C", "C", "C", "C", "C", "C", "C", "C", "C", "C", "C", "C", "C", "C", "C", "C", "C", "C", "C", "C", "C", "C", "C", "C", "C", "C", "C", "C", "C", "C", "C", "C", "C", "C", "C", "H", "H", "H", "H", "H", "H", "H", "H", "H", "H", "H", "H", "H", "H", "H", "H", "H", "H", "H", "H", "H", "H", "H", "H", "H", "H", "H", "H", "H", "H", "H", "H", "H", "H", "H", "H", "H", "H", "H", "H", "H", "H", "H", "H", "H", "H", "H", "H", "H", "H", "H", "H"],
  "xyz": [[-0.053328, 2.971367, -0.096262], [-0.450882, -0.215704, -0.604455], [-0.605681, -0.062503, 1.791942], [-3.029505, 0.225184, -1.039003], [-0.490536, -2.746318, -0.603195], [-0.592860, 0.110280, -3.238775], [1.408427, -0.036407, -0.552532], [1.148353, 0.832769, 3.536056], [-1.505585, 5.432252, -0.262540], [0.183005, 5.427922, -1.590175], [2.157037, 0.461386, 1.565998], [2.491338, 1.134420, 4.080020], [1.387364, 4.998547, -2.301742], [3.334692, -0.101064, 4.340648], [0.544136, -3.367140, 0.781197], [0.984642, 0.440778, 2.278607], [-2.231436, 0.850003, -3.632694], [6.090281, 0.469368, 0.029756], [3.927930, -0.309112, -1.523906], [0.184529, -3.730929, -1.975192], [-2.142679, -3.464297, -0.294696], [2.279134, -4.076445, 2.863563], [-4.321632, -0.884176, -1.682081], [5.215419, -0.403272, -2.037405], [0.923962, -4.364482, 2.949130], [-4.076884, -3.602983, 1.156954], [-0.481479, 4.665460, -0.696427], [-3.912809, 1.168962, 0.247861], [-2.805836, -3.123435, 0.887072], [-0.395432, -1.103332, -4.576920], [-1.484202, 6.669814, -0.888889], [0.611418, 1.391751, -3.741106], [-0.069837, -0.283777, 5.383273], [4.801337, 0.556158, 0.542684], [-2.498159, 5.007810, 0.724744], [1.911761, -3.100233, 0.697501], [0.035066, 0.937866, 4.487050], [-2.921579, 1.464825, -2.405058], [3.722149, 0.166315, -0.236773], [0.064208, -4.016939, 1.911238], [-4.094909, -4.726324, -0.964236], [-2.803808, -4.265927, -1.218565], [6.295864, -0.012036, -1.257164], [2.775203, -3.453971, 1.724072], [2.324134, 0.217529, 0.308976], [-0.427406, 6.668894, -1.718394], [-4.730084, -4.406394, 0.225403], [0.044008, -4.797847, -1.803239], [-2.314493, -2.479406, 1.609850], [3.832364, -3.236497, 1.630729], [0.595379, -1.556715, -4.539983], [-2.215870, 7.427830, -0.675551], [0.203167, 1.844580, 5.067213], [-2.938170, 5.898028, 1.166394], [6.932486, 0.776635, 0.635784], [-0.932190, -0.195998, 6.046004], [-0.266751, -3.452069, -2.927074], [-0.049581, 7.429464, -2.377331], [-3.925457, 1.811187, -2.662903], [-2.110783, 1.572437, -4.442494], [0.531613, -4.868397, 3.823128], [-3.271419, 4.408003, 0.248790], [3.553785, -0.626573, 3.411006], [2.948063, -4.345094, 3.671793], [-2.848299, 0.038858, -4.028749], [2.831213, -0.796852, 5.013075], [-4.559932, -3.347586, 2.091523], [-5.156843, -0.295057, -2.066202], [2.995856, 1.810209, 3.395750], [7.300726, -0.085626, -1.653454], [-3.931302, -1.520068, -2.477029], [4.619851, 0.926164, 1.543931], [1.605563, 0.945785, -3.798330], [2.313622, 1.678830, 5.006985], [-5.724591, -4.780822, 0.430586], [-2.352627, 2.314207, -2.019133], [1.123813, 4.380502, -3.156873], [-1.136567, -1.899275, -4.491055], [-0.984722, -4.268539, 1.995106], [3.076727, -0.612744, -2.117274], [-4.833224, 1.607573, -0.142849], [5.369383, -0.782249, -3.039141], [-0.518814, -0.609505, -5.543321], [1.253038, -3.524880, -2.036027], [-4.161771, 0.516949, 1.085440], [4.278340, 0.192300, 4.804612], [1.918568, 5.884815, -2.638254], [0.814586, -0.404514, 6.009852], [-4.678172, -1.549031, -0.894465], [0.355328, 1.811591, -4.716765], [0.642500, 2.172088, -2.980653], [-0.883198, 1.081482, 3.925347], [-0.189406, -1.187956, 4.782880], [-2.321025, -4.550509, -2.145423], [-4.594868, -5.346442, -1.697166], [-2.001519, 4.414184, 1.486142], [-3.245987, 1.950554, 0.615064], [2.010082, 4.423903, -1.621979], [2.322672, -2.610403, -0.179790]],
  "forces_ev_per_a": [[0.04, -0.11, 0.07], [-1.68, -0.28, -0.96], [0.24, -0.01, 0.38], [0.08, 0.31, 0.04], [-0.15, -0.18, 0.42], [0.18, 0.36, 0.31], [1.52, 0.11, 0.25], [-0.01, 0.14, 0.59], [-0.37, 0.05, 0.22], [0.34, 0.04, -0.28], [-0.53, 0.07, 1.09], [-0.28, 0.04, -0.06], [-0.25, 0.19, 0.16], [0.06, -0.13, 0.00], [0.10, 0.01, -0.07], [0.69, 0.11, -0.61], [-0.12, -0.01, 0.02], [-0.16, 0.02, 0.06], [0.23, -0.07, -0.25], [-0.03, -0.12, -0.20], [0.03, 0.02, -0.04], [-0.04, 0.01, -0.06], [-0.08, -0.15, -0.01], [-0.15, 0.05, 0.14], [0.06, 0.05, -0.10], [-0.04, -0.03, -0.12], [-0.16, 0.23, -0.09], [-0.03, -0.01, -0.02], [-0.04, 0.18, 0.06], [-0.04, -0.11, -0.19], [-0.08, -0.26, 0.20], [-0.05, -0.02, -0.10], [-0.05, -0.11, 0.10], [0.31, 0.02, 0.01], [0.24, 0.18, -0.24], [0.13, 0.05, 0.02], [0.14, 0.00, -0.13], [0.06, -0.14, -0.09], [-0.49, 0.10, 0.40], [-0.04, -0.10, 0.14], [0.11, 0.03, 0.00], [-0.09, -0.09, -0.01], [0.03, -0.02, -0.03], [-0.09, 0.02, -0.01], [0.13, -0.34, -1.02], [0.20, -0.28, -0.04], [0.08, 0.06, 0.03], [0.03, -0.02, 0.01], [-0.03, 0.01, -0.02], [-0.02, 0.00, 0.02], [0.01, 0.03, 0.03], [0.01, 0.00, -0.01], [0.03, 0.00, 0.09], [-0.03, -0.02, 0.01], [0.00, -0.01, -0.01], [0.00, 0.02, -0.03], [-0.03, 0.01, 0.02], [0.02, -0.02, 0.00], [-0.02, 0.03, -0.02], [-0.06, 0.06, 0.01], [-0.01, 0.00, -0.01], [-0.03, -0.01, -0.01], [-0.02, 0.05, 0.01], [-0.03, 0.00, -0.02], [-0.02, 0.00, -0.02], [0.01, 0.04, -0.01], [-0.01, 0.00, -0.01], [-0.04, -0.06, 0.01], [0.03, 0.01, -0.07], [-0.01, 0.01, 0.02], [0.03, 0.04, -0.02], [0.02, -0.02, -0.04], [0.00, -0.02, 0.03], [0.03, -0.03, 0.03], [0.01, 0.01, -0.01], [0.03, -0.01, 0.00], [-0.01, 0.00, -0.03], [-0.01, 0.04, 0.01], [0.07, -0.01, 0.02], [-0.02, -0.01, -0.01], [0.01, 0.02, 0.01], [0.04, 0.00, 0.00], [0.01, -0.06, -0.02], [0.00, 0.01, -0.02], [0.02, -0.03, -0.01], [-0.02, 0.00, -0.02], [0.01, -0.01, -0.01], [0.00, 0.03, -0.02], [0.02, 0.01, 0.04], [0.03, 0.01, 0.01], [-0.05, -0.03, 0.00], [0.01, 0.00, 0.00], [0.00, 0.04, -0.01], [0.00, 0.01, 0.00], [0.01, 0.00, 0.01], [0.01, -0.02, 0.04], [0.00, -0.01, -0.01], [0.02, -0.02, 0.02], [-0.04, 0.05, 0.03]],
  "lowdin_charge": [0.720, 0.061, 0.670, 0.789, 0.941, 0.818, -0.260, -0.111, -0.123, -0.119, 0.134, -0.187, -0.019, -0.068, -0.350, -0.640, -0.396, -0.066, -0.032, -0.237, -0.369, -0.078, -0.249, -0.069, -0.070, -0.076, -0.692, -0.258, -0.139, -0.268, -0.036, -0.255, -0.067, -0.017, -0.025, -0.106, -0.245, -0.410, -0.137, -0.080, -0.076, -0.091, -0.078, -0.070, -0.441, -0.034, -0.080, 0.062, 0.079, 0.110, 0.046, 0.126, 0.119, 0.095, 0.106, 0.080, 0.021, 0.126, 0.087, 0.088, 0.107, 0.086, 0.057, 0.106, 0.074, 0.066, 0.110, 0.055, 0.111, 0.106, 0.039, 0.105, 0.045, 0.117, 0.108, 0.042, 0.081, 0.037, 0.092, 0.102, 0.052, 0.104, 0.054, 0.045, 0.046, 0.081, 0.095, 0.068, 0.035, 0.052, -0.011, 0.061, 0.071, 0.096, 0.108, 0.064, 0.012, 0.073, 0.093]
}